The following is a DFT calculation (wB97M-V/def2-TZVPD) of C33H42BCl2IrN7S3 as an isolated structure.

Geometry as XYZ:
```
89
Properties=species:S:1:pos:R:3
Ir 0.289 0.597 -3.612
C -4.230 -1.436 -2.419
C -3.042 -1.316 -1.520
C -2.894 -2.081 -0.394
C -1.747 -1.928 0.413
N -0.816 -1.057 0.103
N -0.926 -0.305 -0.983
B 0.185 0.679 -1.413
N 1.604 0.468 -0.805
N 1.692 0.265 0.514
C 2.850 -0.019 1.060
C 4.001 -0.214 0.260
C 3.964 0.112 -1.062
C 5.162 0.039 -1.952
C 2.719 0.549 -1.578
S 2.681 1.235 -3.151
C 2.982 -0.088 2.569
C 4.039 0.949 2.989
C 1.662 0.254 3.254
C 3.456 -1.488 2.986
N -0.290 2.153 -1.128
N -0.776 2.258 0.100
C -1.146 3.430 0.567
C -0.977 4.591 -0.218
C -0.479 4.498 -1.491
C -0.301 5.682 -2.384
C -0.155 3.198 -1.956
S 0.380 2.943 -3.574
C -1.749 3.485 1.957
C -1.889 2.082 2.555
C -0.829 4.340 2.844
C -3.136 4.139 1.868
C -2.014 -0.398 -1.805
S -2.122 0.621 -3.180
C -1.585 -2.707 1.709
C -1.971 -1.751 2.854
C -2.505 -3.929 1.767
C -0.132 -3.173 1.851
H -4.868 -2.262 -2.112
H -3.924 -1.591 -3.454
H -4.817 -0.516 -2.387
H -3.665 -2.787 -0.125
H 4.922 -0.562 0.708
H 6.033 -0.321 -1.408
H 5.393 1.023 -2.364
H 4.974 -0.627 -2.796
H 3.757 1.952 2.660
H 5.026 0.718 2.585
H 4.118 0.957 4.076
H 1.392 1.291 3.053
H 1.760 0.124 4.331
H 0.865 -0.386 2.888
H 4.453 -1.710 2.603
H 2.773 -2.264 2.636
H 3.502 -1.538 4.074
H -1.260 5.560 0.173
H -0.526 6.606 -1.857
H -0.960 5.614 -3.252
H 0.723 5.732 -2.757
H -0.932 1.565 2.566
H -2.589 1.480 1.974
H -2.262 2.160 3.576
H 0.179 3.920 2.883
H -1.229 4.364 3.857
H -0.762 5.368 2.485
H -3.803 3.553 1.232
H -3.085 5.155 1.475
H -3.573 4.187 2.865
H -3.012 -1.435 2.757
H -1.345 -0.860 2.852
H -1.858 -2.265 3.809
H -3.558 -3.648 1.817
H -2.281 -4.493 2.672
H -2.347 -4.591 0.913
H 0.554 -2.350 1.660
H 0.083 -3.971 1.136
H 0.037 -3.560 2.856
Cl 1.718 -3.029 -1.595
C 0.754 -3.536 -2.922
C 0.529 -4.869 -3.142
C -0.222 -5.278 -4.247
C -0.762 -4.345 -5.128
C -0.558 -3.005 -4.921
Cl -1.244 -1.826 -5.955
C 0.235 -2.524 -3.810
N 0.486 -1.259 -3.673
H 0.949 -5.597 -2.463
H -0.382 -6.333 -4.421
H -1.345 -4.668 -5.979
```

Computed properties:
2S+1: 6
Kohn-Sham gap (spin up / spin down): 5.35 / 5.38 eV
Net charge: +2
HOMO level (spin up / spin down): -11.312 / -14.108 eV
ΔE to the lowest compared entry with this formula, charge and spin: 37.4 kcal per mole



The following is a DFT calculation (wB97M-V/def2-TZVPD) of one molecule with the formula C33H42BF3N2O5SSi.

Geometry as XYZ:
```
88
Properties=species:S:1:pos:R:3
C 3.321 5.586 1.831
C 1.941 4.857 2.363
C 2.087 3.192 2.426
C 2.029 2.687 0.862
C 2.171 1.069 0.652
C 2.284 0.550 -0.897
B 3.819 1.003 -1.285
O 4.240 1.569 -2.618
O 5.001 0.970 -0.349
C 1.452 1.538 -1.956
O 1.539 2.814 -2.277
N 0.330 0.780 -2.583
C 0.069 -0.638 -2.013
C -1.175 -0.174 -1.084
F -0.896 0.858 -0.045
F -2.028 0.610 -2.072
C -2.179 -1.229 -0.410
C -2.823 -0.769 1.064
Si -4.287 0.461 0.953
C -3.965 2.069 -0.051
C -4.610 1.066 2.796
C -5.920 -0.466 0.440
C -6.054 -1.120 -1.063
C -7.463 -1.875 -1.492
C -8.693 -1.946 -0.401
C -8.573 -1.339 1.118
C -7.143 -0.578 1.525
S -0.470 -1.872 -3.372
O -0.354 -1.257 -4.822
O -1.946 -2.313 -3.305
F 0.443 -3.363 -3.290
C 1.624 -0.865 -1.396
C 1.419 -2.170 -0.483
C 1.603 -2.137 1.123
C 0.261 -2.339 2.107
C 0.298 -2.333 3.747
C 1.703 -2.124 4.572
C 3.061 -1.970 3.663
C 2.998 -1.982 1.990
C 4.436 -1.879 1.250
C 2.722 -1.309 -2.580
C 2.694 -0.736 -4.152
C 3.841 -1.270 -5.171
N 4.971 -2.228 -4.953
C 5.028 -2.820 -3.580
C 3.957 -2.388 -2.433
H 3.077 6.084 0.774
H 4.079 4.704 1.578
H 3.785 6.354 2.583
H 1.072 5.051 1.567
H 1.534 5.298 3.376
H 1.098 2.804 2.949
H 3.039 2.851 3.016
H 2.777 3.347 0.257
H 0.940 2.978 0.468
H 1.245 0.606 1.252
H 3.089 0.739 1.345
H 4.782 2.400 -2.406
H 5.038 1.937 -0.024
H 0.031 0.961 -3.552
H -3.149 -1.312 -1.107
H -1.828 -2.333 -0.276
H -3.273 -1.786 1.502
H -1.974 -0.473 1.846
H -4.147 1.792 -1.196
H -2.898 2.523 0.114
H -4.779 2.875 0.219
H -5.231 2.083 2.792
H -3.572 1.354 3.309
H -5.102 0.241 3.464
H -5.184 -1.070 -1.850
H -7.613 -2.350 -2.552
H -9.719 -2.465 -0.688
H -9.429 -1.404 1.939
H -7.110 -0.160 2.638
H 1.985 -3.168 -0.822
H 0.284 -2.525 -0.641
H -0.779 -2.535 1.613
H -0.727 -2.488 4.336
H 1.646 -2.141 5.742
H 4.086 -1.856 4.261
H 4.456 -1.510 0.155
H 4.913 -2.974 1.251
H 5.157 -1.244 1.959
H 1.889 0.029 -4.507
H 3.771 -0.827 -6.279
H 5.887 -3.619 -3.362
H 4.087 -2.962 -1.393
```

Computed properties:
2S+1: 1
Kohn-Sham gap: 6.92 eV
Net charge: 0
HOMO level: -8.645 eV



The following is a DFT calculation (wB97M-V/def2-TZVPD) of C33H42N4O3S2TeTi as an isolated structure.

Geometry as XYZ:
```
86
Properties=species:S:1:pos:R:3
Ti 0.177 0.068 1.301
C -1.010 -2.924 -1.729
S -1.175 -2.384 -0.046
C -1.005 -3.935 0.798
O 0.178 -1.667 0.228
H -0.081 -3.480 -1.846
H -1.018 -2.022 -2.341
H -1.871 -3.544 -1.977
H -1.866 -4.557 0.552
H -1.006 -3.705 1.861
H -0.074 -4.413 0.496
C -3.152 0.108 2.946
C -1.771 0.159 2.409
O -0.987 -0.912 2.514
N -1.234 1.170 1.761
Te 1.157 1.326 3.700
C 2.328 0.028 4.887
C 2.786 0.550 6.100
C 2.477 1.954 6.559
C 3.513 -0.290 6.937
C 3.793 -1.607 6.602
C 4.578 -2.498 7.527
C 3.324 -2.088 5.384
C 2.588 -1.296 4.518
C 2.056 -1.921 3.253
C -0.590 1.527 4.882
C -1.175 2.802 4.857
C -0.639 3.938 4.021
C -2.304 3.017 5.636
C -2.846 2.022 6.440
C -4.047 2.286 7.309
C -2.241 0.772 6.432
C -1.118 0.490 5.661
C -0.554 -0.908 5.696
H -3.187 -0.554 3.809
H -3.817 -0.281 2.171
H -3.480 1.110 3.214
H 2.706 2.693 5.788
H 3.055 2.206 7.445
H 1.418 2.059 6.811
H 3.869 0.102 7.883
H 4.864 -1.973 8.435
H 5.485 -2.859 7.040
H 3.991 -3.373 7.809
H 3.532 -3.116 5.106
H 2.610 -2.825 3.004
H 2.154 -1.237 2.406
H 1.001 -2.187 3.353
H 0.373 4.214 4.324
H -1.268 4.819 4.128
H -0.627 3.673 2.961
H -2.767 3.997 5.621
H -4.549 3.209 7.025
H -3.745 2.376 8.354
H -4.763 1.467 7.248
H -2.658 -0.021 7.043
H -1.300 -1.603 6.077
H 0.322 -0.974 6.345
H -0.262 -1.237 4.698
S -0.439 1.223 -0.983
C 0.898 1.309 -2.070
N 1.243 2.536 -2.527
C 2.224 2.781 -3.418
C 2.959 1.746 -3.918
C 2.659 0.452 -3.477
C 1.645 0.236 -2.568
H 0.728 3.322 -2.139
H 2.383 3.816 -3.682
H 3.737 1.933 -4.641
H 3.222 -0.389 -3.863
H 1.396 -0.759 -2.228
N 5.149 4.326 0.126
C 3.957 3.769 -0.148
O 3.008 4.376 -0.610
C 3.811 2.292 0.108
C 4.787 1.339 -0.151
C 4.458 -0.005 -0.046
C 3.178 -0.354 0.332
N 2.243 0.565 0.626
C 2.558 1.861 0.491
H 5.249 5.320 -0.015
H 5.853 3.855 0.667
H 5.781 1.631 -0.467
H 5.180 -0.777 -0.267
H 2.880 -1.391 0.408
H 1.780 2.589 0.692
```

Computed properties:
2S+1: 1
Kohn-Sham gap: 7.19 eV
Net charge: +2
HOMO level: -12.934 eV
ΔE to the lowest compared entry with this formula, charge and spin: 3.0 kcal per mole



The following is a DFT calculation (wB97M-V/def2-TZVPD) of C33H43AsGdN5O5Si3 as an isolated structure.

Geometry as XYZ:
```
91
Properties=species:S:1:pos:R:3
Gd 1.391 -0.002 0.379
O 3.459 0.742 0.592
C 2.774 1.568 1.370
O 2.040 2.513 0.914
C 2.418 1.012 2.755
O 2.978 1.112 3.813
O 1.252 0.307 2.533
N 0.449 -10.550 -1.090
C 0.581 -9.392 -0.959
C 0.748 -7.994 -0.782
C 0.312 -7.407 0.415
C 0.458 -6.047 0.577
C 1.025 -5.272 -0.441
C 1.465 -5.868 -1.631
C 1.336 -7.235 -1.798
C 1.166 -3.823 -0.258
C 2.093 -3.401 0.699
C 2.980 -4.295 1.431
C 3.753 -3.465 2.263
C 3.337 -2.152 2.046
N 2.328 -2.088 1.096
C 0.395 -2.981 -1.066
C -0.581 -3.453 -2.002
C -1.158 -2.307 -2.589
C -0.516 -1.214 -2.013
N 0.423 -1.579 -1.087
H -0.129 -8.039 1.166
H 0.161 -5.563 1.499
H 1.903 -5.256 -2.405
H 1.665 -7.729 -2.701
H 3.035 -5.361 1.326
H 4.511 -3.795 2.954
H 3.695 -1.238 2.500
H -0.810 -4.488 -2.202
H -1.931 -2.292 -3.341
H -0.663 -0.162 -2.248
N 2.289 5.251 -1.895
C 1.998 4.670 -3.097
O 1.737 5.347 -4.116
C 2.031 3.190 -3.104
C 2.411 2.534 -4.287
C 2.489 1.153 -4.274
C 2.168 0.459 -3.098
N 1.742 1.088 -1.979
C 1.671 2.454 -1.999
H 2.361 6.252 -1.874
H 2.565 4.715 -1.090
H 2.637 3.124 -5.162
H 2.765 0.585 -5.154
H 2.268 -0.617 -3.072
H 1.361 2.925 -1.070
C -1.610 3.179 -2.264
Si -2.591 2.220 -0.940
C -3.364 0.645 -1.713
C -4.105 3.300 -0.522
As -0.806 1.632 0.647
Si -2.072 0.184 2.111
C -1.738 -1.542 1.401
C -1.607 0.067 3.946
C -3.927 0.572 2.025
Si -0.607 3.680 1.961
C 0.555 5.010 1.230
C -2.308 4.539 2.030
C -0.171 3.222 3.741
H -2.280 3.558 -3.031
H -0.867 2.553 -2.754
H -1.074 4.033 -1.852
H -4.448 0.745 -1.722
H -3.130 -0.276 -1.182
H -3.012 0.510 -2.737
H -4.766 3.284 -1.392
H -3.824 4.326 -0.319
H -4.658 2.937 0.334
H -0.688 -1.842 1.505
H -2.002 -1.635 0.347
H -2.303 -2.286 1.963
H -0.524 0.030 4.056
H -2.037 -0.845 4.338
H -1.977 0.902 4.530
H -4.334 0.418 1.029
H -4.159 1.588 2.323
H -4.448 -0.105 2.710
H 0.289 5.220 0.193
H 1.583 4.673 1.270
H 0.431 5.945 1.780
H -2.498 5.120 1.130
H -2.311 5.222 2.876
H -3.149 3.862 2.154
H 0.541 2.414 3.845
H -1.071 2.907 4.262
H 0.230 4.100 4.245
```

Computed properties:
2S+1: 8
Kohn-Sham gap (spin up / spin down): 6.72 / 6.73 eV
Net charge: 0
HOMO level (spin up / spin down): -7.951 / -7.948 eV
ΔE to the lowest compared entry with this formula, charge and spin: 0.0 kcal per mole



The following is a DFT calculation (wB97M-V/def2-TZVPD) of C33H43BBrN6RhS3 as an isolated structure.

Geometry as XYZ:
```
88
Properties=species:S:1:pos:R:3
Rh 0.406 -0.363 0.461
C -4.517 -2.178 0.167
C -4.026 -0.815 -0.196
C -4.752 0.088 -0.927
C -4.219 1.340 -1.287
N -3.027 1.714 -0.856
N -2.339 0.847 -0.128
B -0.911 1.287 0.320
N -0.927 2.031 1.675
N -1.979 2.824 1.895
C -1.967 3.543 2.996
C -0.879 3.483 3.895
C 0.195 2.669 3.664
C 1.366 2.561 4.583
C 0.119 1.908 2.472
S 1.431 0.827 2.037
C -3.152 4.443 3.287
C -4.162 4.408 2.148
C -3.806 3.959 4.589
C -2.650 5.889 3.454
N -0.327 2.172 -0.808
N -0.373 3.497 -0.625
C -0.090 4.249 -1.662
C 0.249 3.659 -2.910
C 0.316 2.308 -3.080
C 0.680 1.637 -4.359
C 0.022 1.544 -1.917
S 0.069 -0.180 -1.845
C -0.235 5.749 -1.462
C 0.702 6.523 -2.395
C -1.694 6.097 -1.785
C 0.072 6.125 -0.009
C -2.730 -0.391 0.160
S -1.540 -1.404 0.925
C -4.936 2.333 -2.191
C -6.231 1.747 -2.756
C -3.994 2.693 -3.347
C -5.256 3.589 -1.376
H -5.532 -2.330 -0.192
H -4.505 -2.319 1.249
H -3.871 -2.943 -0.268
H -5.742 -0.185 -1.264
H -0.897 4.096 4.787
H 1.243 3.228 5.434
H 2.292 2.822 4.067
H 1.476 1.541 4.957
H -4.544 3.404 1.964
H -3.723 4.770 1.217
H -5.004 5.053 2.405
H -4.184 2.939 4.484
H -4.648 4.607 4.835
H -3.118 3.985 5.437
H -2.140 6.235 2.551
H -1.970 6.006 4.300
H -3.502 6.545 3.633
H 0.478 4.302 -3.751
H 0.907 2.371 -5.128
H -0.138 1.004 -4.711
H 1.550 0.992 -4.216
H 0.440 6.406 -3.448
H 1.746 6.228 -2.259
H 0.630 7.588 -2.172
H -1.940 5.877 -2.827
H -1.865 7.162 -1.620
H -2.376 5.535 -1.142
H 1.102 5.877 0.260
H -0.593 5.617 0.690
H -0.058 7.201 0.112
H -6.056 0.835 -3.333
H -6.687 2.472 -3.428
H -6.962 1.533 -1.972
H -3.729 1.813 -3.939
H -3.077 3.153 -2.974
H -4.490 3.404 -4.009
H -5.910 3.366 -0.530
H -5.764 4.318 -2.008
H -4.340 4.037 -0.994
Br 6.534 -1.646 -1.682
C 4.871 -1.131 -0.988
C 3.938 -2.102 -0.657
C 2.702 -1.709 -0.150
C 2.431 -0.364 -0.002
C 3.361 0.609 -0.293
C 4.592 0.216 -0.809
H 4.169 -3.149 -0.789
H 1.978 -2.481 0.115
H 3.147 1.659 -0.139
H 5.337 0.956 -1.066
```

Computed properties:
2S+1: 1
Kohn-Sham gap (spin up / spin down): 5.13 / 5.13 eV
Net charge: +2
HOMO level (spin up / spin down): -13.427 / -13.428 eV
ΔE to the lowest compared entry with this formula, charge and spin: 0.0 kcal per mole



| no. | largest force on an atom (eV Å⁻¹) |
| --- | --- |
| 1 | 1.4 |
| 2 | 9.2 |
| 3 | 0.9 |
| 4 | 3.5 |
| 5 | 0.8 |